Record 1
Here is C40H26AsCl5CsN2OPS2 as an isolated structure from OMol25. Energies are from ωB97M-V/def2-TZVPD.

Each line ends with the Löwdin charge.
Cartesian coordinates (Å):
Cs (0.04634, -1.18178, -4.52521)  0.758
S (2.79433, -0.11911, -2.67471)  0.377
C (3.35690, 1.46857, -3.09597)  -0.765
C (4.68111, 1.80964, -2.78066)  -0.122
C (5.23437, 3.05919, -3.03846)  -0.237
C (6.59787, 3.32201, -2.69018)  -0.209
N (7.69949, 3.51866, -2.41368)  0.119
C (4.43245, 4.03747, -3.64730)  -0.229
C (3.12151, 3.71920, -3.98073)  -0.105
C (2.54281, 2.46113, -3.74234)  -0.772
S (0.90390, 2.21140, -4.25104)  0.348
C (4.94088, 5.34435, -3.94081)  -0.209
N (5.33256, 6.39972, -4.18813)  0.118
H (5.29625, 1.05356, -2.30959)  0.097
H (2.50647, 4.46982, -4.45892)  0.090
Cl (-7.16974, -5.11421, -2.56052)  0.603
C (-5.58193, -4.52715, -2.93176)  -0.747
C (-5.39785, -3.25668, -3.47586)  -0.723
Cl (-6.78401, -2.26964, -3.80573)  0.637
C (-4.13056, -2.77081, -3.73624)  -0.616
Cl (-3.91184, -1.18573, -4.39827)  0.673
C (-2.93715, -3.51788, -3.46944)  -0.553
O (-1.78585, -3.08852, -3.71945)  -0.342
C (-3.18145, -4.81154, -2.90106)  -0.620
Cl (-1.78072, -5.75584, -2.53612)  0.680
C (-4.45061, -5.28963, -2.63989)  -0.723
Cl (-4.65198, -6.85093, -1.91489)  0.632
C (0.54040, -1.16275, -0.06986)  -0.440
C (0.43768, -1.10473, 1.44919)  -0.438
As (2.22123, -0.91343, 2.29556)  1.302
C (2.43500, 1.00331, 1.94988)  -0.394
C (2.01184, 2.00582, 2.81860)  -0.112
C (2.19180, 3.34173, 2.48450)  -0.106
C (2.77956, 3.68796, 1.27617)  -0.094
C (3.18884, 2.69561, 0.39705)  -0.059
C (3.03172, 1.35849, 0.74136)  -0.123
C (1.62108, -0.83433, 4.16447)  -0.423
C (0.29603, -0.64109, 4.55177)  -0.111
C (-0.05497, -0.61634, 5.89549)  -0.095
C (0.91517, -0.77861, 6.87514)  -0.112
C (2.23796, -0.96945, 6.50407)  -0.106
C (2.58217, -1.00268, 5.15861)  -0.138
P (-0.95014, -0.68690, -1.06361)  1.039
C (-2.26787, -1.76764, -0.39629)  -0.375
C (-2.00297, -3.01618, 0.16188)  -0.099
C (-3.03735, -3.86320, 0.53972)  -0.093
C (-4.35731, -3.47711, 0.36210)  -0.100
C (-4.63601, -2.24290, -0.21174)  -0.088
C (-3.60163, -1.40173, -0.59194)  -0.116
C (-1.29124, 0.93291, -0.27087)  -0.368
C (-0.61234, 2.01220, -0.84173)  -0.091
C (-0.73249, 3.28143, -0.29412)  -0.076
C (-1.53418, 3.48953, 0.81921)  -0.104
C (-2.22388, 2.42399, 1.38272)  -0.102
C (-2.10285, 1.15124, 0.84087)  -0.113
H (0.87655, -2.14668, -0.40963)  0.078
H (1.28716, -0.45988, -0.45919)  -0.015
H (-0.05411, -1.98953, 1.85504)  0.056
H (-0.13377, -0.22830, 1.75650)  0.040
H (1.54895, 1.75258, 3.76516)  0.087
H (1.86155, 4.11420, 3.16974)  0.093
H (2.90378, 4.73105, 1.00993)  0.099
H (3.62020, 2.94727, -0.56331)  0.095
H (3.36387, 0.60742, 0.03103)  0.055
H (-0.47425, -0.50260, 3.80405)  0.090
H (-1.09049, -0.46618, 6.17656)  0.097
H (0.64039, -0.75698, 7.92283)  0.092
H (3.00207, -1.09841, 7.26132)  0.093
H (3.61621, -1.16277, 4.87351)  0.088
H (-0.97956, -3.35040, 0.28120)  0.096
H (-2.80776, -4.84027, 0.94881)  0.101
H (-5.16443, -4.14716, 0.63404)  0.100
H (-5.66301, -1.94765, -0.39306)  0.103
H (-3.83122, -0.45291, -1.06452)  0.108
H (-0.00932, 1.86314, -1.73561)  0.034
H (-0.19813, 4.10593, -0.74809)  0.107
H (-1.62232, 4.48133, 1.24721)  0.092
H (-2.85821, 2.58170, 2.24781)  0.091
H (-2.64296, 0.32465, 1.28740)  0.098

Values from the calculation:
ΔE to the lowest compared entry with this formula, charge and spin = 0.0000 eV
Orbital gap = 5.021 eV
E_HOMO = -1.63 eV
2S+1 = 1
E_LUMO = 3.4 eV
Net charge = -2

Record 2
Here is C40H28AsN3O7SV as an isolated structure from OMol25. Energies are from ωB97M-V/def2-TZVPD.

Each line ends with the Löwdin spin population.
Cartesian coordinates (Å):
V (-0.92179, -1.59707, 0.64263)  1.925
O (-7.09954, -2.18801, 0.79806)  0.005
C (-5.78883, -2.04411, 0.74395)  0.008
C (-4.94308, -3.16782, 0.50051)  -0.003
C (-3.56904, -2.94941, 0.38089)  0.007
N (-2.98697, -1.72554, 0.48923)  -0.015
C (-3.82766, -0.76699, 0.99174)  0.008
C (-5.20623, -0.81494, 1.02690)  -0.002
C (-2.94645, 0.42942, 1.30380)  0.004
O (-3.42332, 1.51977, 1.58413)  0.012
O (-1.62527, 0.25659, 1.16673)  -0.002
C (-2.48028, -3.98629, 0.30904)  0.003
O (-2.70199, -5.20953, 0.36998)  0.013
O (-1.25281, -3.50904, 0.12666)  -0.006
H (-7.44775, -3.06614, 0.52469)  0.000
H (-5.28308, -4.20636, 0.28559)  0.000
H (-5.73785, 0.08353, 1.17860)  0.000
S (-0.87667, -2.38379, 2.92770)  0.019
C (-0.51736, -1.15034, 4.13469)  0.004
C (-0.92037, -1.40579, 5.44061)  0.003
C (-0.64749, -0.45592, 6.47387)  -0.001
C (0.03740, 0.72546, 6.12696)  0.003
C (0.33591, 0.98427, 4.79165)  0.000
C (0.15637, 0.04086, 3.80453)  0.003
As (1.08296, 0.02439, 2.01206)  -0.011
C (1.29186, 1.95749, 1.68222)  -0.002
C (0.08890, 2.69584, 1.64754)  -0.001
C (0.21329, 4.09504, 1.55463)  0.000
C (1.46525, 4.76594, 1.49011)  -0.001
C (2.63307, 3.97868, 1.46879)  0.000
C (2.53307, 2.59504, 1.58155)  -0.001
C (2.89282, -0.32561, 2.56020)  -0.003
C (3.31941, 0.08086, 3.87500)  -0.001
C (4.41858, -0.59148, 4.39528)  0.000
C (5.30599, -1.33000, 3.61807)  0.000
C (4.94947, -1.61534, 2.31591)  0.000
C (3.72600, -1.14208, 1.82818)  0.000
H (-1.49387, -2.32839, 5.61605)  0.000
H (-0.87102, -0.61182, 7.50807)  0.000
H (0.30384, 1.40419, 6.90922)  0.000
H (0.79499, 1.91982, 4.59768)  0.000
H (-0.83601, 2.15992, 1.57868)  0.000
H (-0.69969, 4.68407, 1.56997)  0.000
H (1.51630, 5.85795, 1.46244)  0.000
H (3.63192, 4.36524, 1.28315)  0.000
H (3.49886, 2.07184, 1.55328)  0.000
H (2.78200, 0.88886, 4.35965)  0.000
H (4.70792, -0.40041, 5.44697)  0.000
H (6.29827, -1.49062, 3.98124)  0.000
H (5.58477, -2.21894, 1.65121)  0.000
H (3.43589, -1.36351, 0.78351)  0.000
O (1.42803, -1.72180, -0.52349)  0.002
C (0.77502, -1.37120, -1.51108)  0.006
N (1.18787, -1.14130, -2.79665)  0.003
C (0.24978, -0.36126, -3.52564)  0.000
C (-0.94641, -0.45512, -2.56173)  0.004
O (-2.07727, -0.03721, -2.81422)  0.009
N (-0.57374, -1.03979, -1.37753)  0.006
C (0.70908, 1.08351, -3.49228)  0.000
C (1.77403, 1.52378, -2.74990)  0.000
C (2.10523, 2.86765, -2.57176)  0.000
C (1.32716, 3.86138, -3.10856)  0.000
C (0.21085, 3.42580, -3.86021)  0.000
C (-0.08939, 2.09689, -4.04975)  0.000
C (-0.09222, -0.89639, -4.91898)  0.000
C (0.37035, -0.29849, -6.07728)  0.000
C (-0.01086, -0.73722, -7.31788)  0.000
C (-0.97425, -1.80443, -7.44726)  0.000
C (-1.43118, -2.34664, -6.28308)  0.000
C (-0.98630, -1.95263, -5.01895)  0.000
H (2.08309, -1.48094, -3.14811)  0.000
H (2.38145, 0.84191, -2.14043)  0.000
H (3.05759, 3.01082, -2.11061)  0.000
H (1.64528, 4.91694, -3.00947)  0.000
H (-0.49586, 4.11640, -4.33001)  0.000
H (-1.01315, 1.82280, -4.55637)  0.000
H (1.03499, 0.52874, -6.03647)  0.000
H (0.36406, -0.22409, -8.22552)  0.000
H (-1.49757, -2.05217, -8.35822)  0.000
H (-2.15419, -3.23493, -6.41258)  0.000
H (-1.26218, -2.48078, -4.11978)  0.000

Values from the calculation:
<S²> = 2.017
ΔE to the lowest compared entry with this formula, charge and spin = 1.1653 eV
Orbital gap (spin up / spin down) = 6.736 / 6.901 eV
E_HOMO (spin up / spin down) = -4.57 / -4.73 eV
2S+1 = 3
E_LUMO (spin up / spin down) = 2.2 / 2.2 eV
Net charge = -1

Record 3
Here is C40H29ClN6O9PSSc as an isolated structure from OMol25. Energies are from ωB97M-V/def2-TZVPD.

Each line ends with the Löwdin charge.
Cartesian coordinates (Å):
Sc (0.94043, 1.16758, -0.62708)  0.866
O (-2.10995, 0.06839, -5.69808)  0.142
C (-2.77652, -0.55019, -4.74770)  -0.502
O (-3.81475, -1.13757, -4.93976)  0.101
C (-2.19235, -0.50799, -3.37466)  -0.040
C (-2.77879, -1.14060, -2.30848)  0.016
N (-2.00348, -0.90694, -1.23870)  0.034
N (-0.93476, -0.16710, -1.53049)  0.032
C (-1.02684, 0.07956, -2.83369)  -0.133
C (0.09452, 0.86349, -3.46286)  -0.510
O (0.07588, 1.09899, -4.66556)  0.091
O (1.01231, 1.20915, -2.63351)  -0.099
H (-1.28910, 0.49810, -5.34111)  0.061
H (-3.68484, -1.73150, -2.27367)  0.149
H (-2.12117, -1.25485, -0.30347)  0.143
O (4.80031, 1.72908, -1.53223)  0.091
C (3.88828, 1.03705, -1.15392)  -0.635
O (2.83272, 1.46807, -0.48758)  -0.187
C (3.87344, -0.46350, -1.44337)  -0.203
P (2.26814, -1.23668, -0.93556)  1.092
C (2.05995, -2.59164, -2.13228)  -0.368
C (3.14340, -3.29374, -2.65853)  -0.084
C (2.93811, -4.28606, -3.60583)  -0.072
C (1.65036, -4.58771, -4.03866)  -0.076
C (0.56311, -3.90516, -3.50995)  -0.069
C (0.77092, -2.91109, -2.56144)  -0.091
C (2.67038, -2.08494, 0.62798)  -0.349
C (3.13596, -1.30496, 1.68764)  -0.093
C (3.30061, -1.86619, 2.94546)  -0.062
C (3.00813, -3.21043, 3.15433)  -0.080
C (2.55888, -3.99393, 2.09983)  -0.083
C (2.38276, -3.43243, 0.83931)  -0.089
H (4.71805, -0.91955, -0.93478)  0.104
H (4.00974, -0.58674, -2.51301)  0.099
H (4.15206, -3.07623, -2.32052)  0.111
H (3.78666, -4.82511, -4.01280)  0.107
H (1.49668, -5.35364, -4.79155)  0.106
H (-0.44226, -4.14012, -3.84416)  0.108
H (-0.07663, -2.37269, -2.14998)  0.075
H (3.33987, -0.24888, 1.54676)  0.097
H (3.63958, -1.24661, 3.76754)  0.113
H (3.12801, -3.64559, 4.14063)  0.104
H (2.33335, -5.04323, 2.25790)  0.105
H (2.01792, -4.04616, 0.02147)  0.101
S (-3.79591, 7.64774, -0.90537)  1.025
N (-4.17632, 6.22747, -0.25052)  -0.206
C (-3.11301, 5.47075, -0.40751)  -0.308
C (-2.98488, 4.09234, 0.03082)  -0.079
C (-3.98811, 3.41289, 0.71710)  0.016
C (-3.75462, 2.11940, 1.12028)  -0.023
C (-2.53883, 1.53132, 0.78420)  -0.128
N (-1.59447, 2.14816, 0.09993)  0.103
C (-1.78814, 3.42442, -0.24127)  -0.123
C (-0.65114, 4.11961, -0.87544)  -0.108
N (0.50591, 3.44151, -1.00036)  0.075
C (1.55808, 4.06661, -1.52964)  -0.065
C (1.51628, 5.38408, -1.96853)  -0.005
C (0.34291, 6.08088, -1.84907)  0.025
C (-0.76517, 5.44657, -1.28544)  -0.077
C (-2.03053, 6.12662, -1.06654)  -0.305
N (-2.29012, 7.37128, -1.40009)  -0.206
H (-4.92138, 3.92146, 0.93290)  0.125
H (-4.49391, 1.56148, 1.68075)  0.114
H (-2.31363, 0.51785, 1.10448)  0.098
H (2.47086, 3.49626, -1.60346)  0.111
H (2.40605, 5.83433, -2.38776)  0.121
H (0.25075, 7.11250, -2.17216)  0.126
C (-1.47367, -1.62317, 6.24907)  -0.026
C (-1.46976, -2.10691, 4.82258)  -0.186
C (-2.14418, -3.26157, 4.45004)  -0.062
C (-2.13396, -3.69269, 3.13322)  -0.672
Cl (-2.98481, -5.14578, 2.68843)  0.654
C (-1.44114, -2.98464, 2.17357)  -0.118
C (-0.76880, -1.81753, 2.53108)  -0.005
C (-0.78650, -1.37241, 3.84234)  -0.224
O (-0.12166, -0.26845, 4.31441)  -0.035
C (-0.07284, 0.97268, 3.59686)  -0.058
C (1.02781, 1.15422, 2.53018)  -0.531
O (2.15047, 1.43234, 2.88104)  0.097
O (0.61168, 1.07695, 1.27154)  -0.180
H (-2.09094, -2.26732, 6.87724)  0.079
H (-1.85584, -0.60174, 6.30464)  0.087
H (-0.45977, -1.60001, 6.65535)  0.090
H (-2.68761, -3.83294, 5.19628)  0.114
H (-1.37593, -3.36679, 1.15948)  0.101
H (-0.21030, -1.28892, 1.78466)  0.096
H (0.14519, 1.70354, 4.36654)  0.133
H (-1.04715, 1.18589, 3.16027)  0.115

Values from the calculation:
Orbital gap = 7.734 eV
E_HOMO = -8.83 eV
2S+1 = 1
E_LUMO = -1.1 eV
Net charge = 0

Record 4
Here is C40H30BrClGeIN2O2Re as an isolated structure from OMol25. Energies are from ωB97M-V/def2-TZVPD.

Each line ends with the Löwdin spin population.
Cartesian coordinates (Å):
Re (-0.31620, -0.60646, 0.64916)  2.146
O (-5.52373, -2.10401, 3.78509)  0.008
C (-4.32712, -1.79813, 3.31749)  0.010
C (-3.22931, -1.43840, 4.10952)  0.001
C (-2.03821, -1.13662, 3.49878)  0.010
N (-1.88461, -1.17871, 2.15632)  0.034
C (-2.96206, -1.53849, 1.45585)  0.016
Br (-2.51681, -1.57987, -0.41803)  0.044
C (-4.19428, -1.85162, 1.91764)  0.001
H (-5.57317, -2.07873, 4.75270)  0.000
H (-3.30656, -1.39812, 5.18868)  0.000
H (-1.16702, -0.85187, 4.07470)  0.000
H (-5.02282, -2.13135, 1.28159)  0.000
Cl (1.59336, 3.87060, 5.53654)  0.003
C (0.82355, 3.15225, 4.18198)  0.009
C (-0.19205, 3.79964, 3.55797)  -0.004
C (-0.86015, 3.23158, 2.43571)  0.013
I (-2.47327, 4.30466, 1.74212)  0.005
C (-0.46226, 2.02725, 1.93346)  0.002
O (-1.03666, 1.36005, 0.82480)  0.098
C (0.55835, 1.34322, 2.61413)  0.005
N (0.89755, 0.09402, 2.15001)  0.009
C (1.86730, -0.61784, 2.72387)  0.027
C (2.55929, -0.14353, 3.83080)  0.001
C (2.23920, 1.09456, 4.32852)  0.024
C (1.22489, 1.87032, 3.72994)  -0.001
H (-0.51060, 4.76381, 3.93055)  0.000
H (2.09220, -1.58213, 2.28653)  0.004
H (3.33573, -0.75230, 4.27262)  0.000
H (2.76405, 1.48901, 5.19013)  0.001
C (3.82724, -5.25480, -1.43478)  0.109
C (2.57112, -5.37831, -2.02354)  0.001
C (1.64957, -4.36794, -1.85283)  0.063
C (1.99651, -3.19967, -1.13583)  0.055
C (3.27701, -3.10409, -0.53430)  0.058
C (4.17815, -4.12676, -0.67851)  0.004
C (1.02532, -2.17173, -1.05635)  0.113
C (1.17799, -0.81557, -0.63237)  0.043
C (2.32783, 0.03110, -0.95154)  0.027
C (2.56771, 1.24185, -0.28875)  0.006
C (3.64782, 2.03648, -0.62354)  0.003
C (4.49620, 1.64637, -1.65617)  0.005
C (4.24644, 0.47660, -2.36055)  0.001
C (3.16795, -0.32032, -2.01557)  0.006
H (4.54773, -6.05520, -1.55427)  0.005
H (2.32045, -6.26213, -2.59438)  -0.001
H (0.65980, -4.45622, -2.28665)  0.002
H (3.53940, -2.22694, 0.04393)  0.001
H (5.15425, -4.06947, -0.21481)  -0.001
H (0.03526, -2.46241, -1.39799)  0.010
H (1.90763, 1.57853, 0.49779)  0.001
H (3.82956, 2.95986, -0.08877)  0.000
H (5.34548, 2.26416, -1.92081)  0.000
H (4.88769, 0.18891, -3.18345)  0.000
H (2.97555, -1.21703, -2.59197)  -0.001
Ge (-1.27865, 2.22108, -1.03898)  0.008
C (-0.25691, 1.48634, -2.40799)  0.006
C (0.78879, 2.27606, -2.90038)  0.002
C (1.45292, 1.90357, -4.06386)  0.002
C (1.08464, 0.74169, -4.72618)  0.001
C (0.04493, -0.05532, -4.24432)  0.001
C (-0.63039, 0.32362, -3.09813)  0.003
C (-3.09891, 1.79641, -1.16733)  0.000
C (-3.62665, 1.72695, -2.46426)  0.000
C (-4.97605, 1.44243, -2.65889)  0.000
C (-5.79805, 1.21505, -1.56756)  0.000
C (-5.28082, 1.27433, -0.27523)  0.000
C (-3.94271, 1.57070, -0.07235)  0.000
H (-0.66065, 3.51403, -0.56868)  0.002
H (1.08080, 3.18731, -2.39155)  0.000
H (2.24609, 2.52443, -4.45895)  0.000
H (1.59338, 0.46073, -5.64010)  0.000
H (-0.25424, -0.94228, -4.79027)  0.000
H (-1.47885, -0.26507, -2.76481)  0.000
H (-3.00305, 1.90014, -3.33285)  0.000
H (-5.38359, 1.40554, -3.66105)  0.000
H (-6.84940, 1.00441, -1.71872)  0.000
H (-5.93471, 1.11107, 0.57348)  0.000
H (-3.55613, 1.62876, 0.93578)  0.000

Values from the calculation:
<S²> = 3.814
ΔE to the lowest compared entry with this formula, charge and spin = 0.7325 eV
Orbital gap (spin up / spin down) = 6.901 / 5.619 eV
E_HOMO (spin up / spin down) = -15.93 / -16.14 eV
2S+1 = 4
E_LUMO (spin up / spin down) = -9.0 / -10.5 eV
Net charge = +3